Formula: C7H6N2O4S
Source: the OMol25 dataset
Level of theory: ωB97M-V with the def2-TZVPD basis set

Geometry (Å):
O (3.943, -1.048, 1.189)
N (3.218, -0.027, -1.123)
S (4.947, -0.731, 0.159)
C (-0.429, -0.988, 0.807)
H (-2.177, 1.674, -0.529)
H (1.772, -1.233, 0.575)
O (5.445, -1.904, -0.467)
H (-0.690, -1.910, 1.383)
C (-1.363, 0.981, -0.144)
O (4.272, 1.973, 0.085)
H (-2.353, -0.756, 1.024)
O (2.376, 2.926, 0.261)
C (-1.567, -0.189, 0.582)
H (0.040, 2.364, -0.925)
C (1.019, 0.565, -0.166)
H (2.940, -0.893, -1.610)
C (-0.036, 1.396, -0.521)
C (0.826, -0.641, 0.428)
N (3.125, 2.010, -0.003)
C (2.389, 0.745, -0.551)

Output
Maximum force: 4.85 eV/A
HOMO: -10.128 eV

Löwdin atomic charge list, values in e, 8 entries:
1 O -0.4482
2 N 0.0994
3 S 0.8529
4 C -0.0758
5 H 0.1240
6 H 0.1198
7 O -0.4128
8 H 0.1237

Formula: C60H46AsCrI2N2O3
Source: the OMol25 dataset
Level of theory: ωB97M-V with the def2-TZVPD basis set

Geometry (Å):
H (-2.698, 6.820, -2.756)
C (-2.859, -2.202, -4.209)
H (1.821, 3.764, -1.313)
H (-4.322, -5.648, 1.290)
C (-1.555, -3.738, 0.861)
H (5.282, 1.081, 4.685)
H (-3.321, -3.573, 2.086)
C (-0.245, -0.114, -5.921)
C (-2.250, -2.089, -1.887)
C (-1.328, 5.653, -3.923)
C (-1.140, -0.141, 2.206)
H (-3.490, -2.576, -5.004)
I (-2.326, -1.593, -7.513)
C (4.732, 2.290, 2.999)
C (-5.934, 0.027, -1.455)
H (0.088, 0.152, -6.914)
C (4.662, 1.160, 3.801)
C (1.763, -3.681, 4.491)
C (-1.042, 0.160, 3.556)
H (-3.206, 5.009, -1.189)
C (-2.538, 4.817, -2.019)
H (-7.142, 3.103, -2.160)
C (2.222, 1.428, 0.246)
C (-2.550, 3.075, 0.655)
C (-3.503, 2.684, 1.591)
O (-0.140, -1.896, 0.256)
C (-0.289, 1.252, 3.950)
C (-4.608, 0.369, -1.227)
H (-2.399, -2.424, -0.875)
H (-2.538, -1.707, 2.552)
C (-2.235, 5.851, -2.891)
C (4.238, 1.391, -1.225)
H (6.010, 1.397, -2.424)
H (1.326, 3.310, 0.916)
C (3.603, 3.768, -2.480)
H (4.475, 0.461, -0.724)
C (0.992, 2.329, 0.583)
H (-7.882, 0.751, -1.989)
C (3.098, 1.341, 1.503)
H (-3.897, -0.403, -0.961)
H (-3.908, -3.205, -2.640)
C (2.273, -3.361, 3.242)
C (0.068, 0.005, -3.520)
H (3.337, -3.442, 3.057)
C (-1.958, 3.558, -2.175)
C (-0.454, -3.198, 3.697)
C (0.054, -2.844, 2.452)
C (-1.469, -5.719, -0.518)
O (0.639, 0.359, -2.405)
N (-1.238, -1.264, -2.103)
C (3.060, 2.052, -0.879)
H (5.403, 3.097, 3.262)
Cr (0.255, -0.527, -0.802)
H (0.967, 2.845, 3.246)
C (-1.958, 4.925, 2.097)
H (-0.011, -3.883, 5.677)
C (-0.895, -4.543, -0.066)
C (-2.782, -4.162, 1.356)
C (-0.725, 4.415, -4.078)
O (1.776, 0.176, -0.135)
H (-3.098, 5.122, 3.904)
C (-1.338, -0.934, -5.774)
H (0.003, 4.259, -4.864)
H (-0.553, 2.424, -3.319)
C (-5.103, 2.663, -1.682)
H (-4.798, 3.695, -1.785)
H (-1.521, -3.173, 3.883)
C (4.782, 3.118, -2.801)
C (-0.870, -2.430, 1.298)
As (-2.257, 2.018, -0.979)
C (-3.086, -2.554, -2.904)
C (-4.172, 1.686, -1.344)
C (0.355, 1.995, 2.981)
H (2.425, -4.001, 5.285)
C (-1.042, 3.381, -3.209)
C (1.421, -2.948, 2.227)
C (-6.849, 1.009, -1.798)
H (-1.354, 5.803, 2.286)
C (-1.034, -0.883, -3.390)
H (-3.173, -7.024, -0.415)
H (4.030, 3.256, 1.221)
H (3.343, 4.690, -2.986)
H (3.748, -0.763, 4.077)
H (1.810, -2.708, 1.247)
C (0.211, 1.636, 1.647)
N (-0.527, 0.587, 1.265)
C (-6.430, 2.329, -1.903)
I (2.139, 1.575, -5.022)
H (-1.557, -0.453, 4.283)
H (-1.016, 4.515, 0.224)
C (-3.700, 3.415, 2.753)
C (-1.896, -1.350, 1.750)
C (0.395, -3.608, 4.712)
H (-6.249, -1.005, -1.367)
H (-0.952, -6.321, -1.254)
H (5.453, 3.536, -3.542)
H (-0.197, 1.511, 4.997)
C (3.807, 0.124, 3.458)
C (5.092, 1.916, -2.178)
H (-2.498, -1.091, 0.875)
H (-4.464, 3.112, 3.458)
C (-2.934, 4.542, 3.005)
C (0.447, 0.365, -4.805)
C (-1.766, 4.193, 0.935)
C (2.740, 3.234, -1.530)
H (-1.072, 6.469, -4.586)
C (-3.357, -5.343, 0.905)
H (0.400, 2.399, -0.333)
C (3.955, 2.380, 1.854)
C (3.028, 0.217, 2.314)
H (0.062, -4.219, -0.453)
C (-2.711, -6.120, -0.042)
H (2.361, -0.585, 2.031)
C (-1.775, -1.350, -4.500)
H (-4.114, 1.808, 1.399)

Output
Maximum force: 2.19 eV/A
<S²>: 0.7572
Spin multiplicity: 2
HOMO (spin up / spin down): -7.605 / -7.611 eV

Löwdin atomic charge list, values in e, 8 entries:
1 H 0.1031
2 C -0.0190
3 H 0.1062
4 H 0.1023
5 C -0.1642
6 H 0.0978
7 H 0.1053
8 C -0.2143